15
Properties=species:S:1:pos:R:3:forces:R:3 method="wB97M-V/def2-TZVPD" orbital_gap_ev=9.937 spin_multiplicity=1 de_lowest_kj_mol=464.2 smiles=C[C@@]12C[N@@H+]1[C@@]2(N)[O-] lumo_ha=0.0319
O 0.4589 1.8035 0.6379 0.0205 0.0368 0.0266
N 0.9990 -0.3085 0.4488 0.3936 -0.1112 0.1455
N -1.0592 0.5200 1.8767 0.1074 -0.0397 0.0638
C -0.0879 0.3480 -1.8307 -0.0215 0.0233 0.0157
C -0.2426 -0.1701 -0.4311 -0.0681 0.1100 -0.2634
C 0.2785 -1.4869 -0.0001 -0.0482 -0.2469 0.0317
C -0.2107 0.6846 0.7846 -0.1106 -0.0398 0.0169
H 1.4335 0.8199 0.2904 -0.0665 0.0153 -0.0176
H 0.7503 -2.0849 -0.7757 -0.0674 0.1156 0.0748
H -0.1885 -2.0668 0.7976 0.0763 0.0747 -0.1339
H 0.2179 1.3966 -1.7843 -0.0794 -0.1286 -0.0358
H 0.6721 -0.2251 -2.3746 -0.1057 0.0847 0.0924
H -0.6433 0.9275 2.7060 -0.0663 -0.0288 -0.0501
H -1.0306 0.2803 -2.3825 0.1049 -0.0287 0.1084
H -1.3476 -0.4382 2.0368 -0.0692 0.1634 -0.0751